1.
This record from OMol25 describes a cluster of 7 separate species, C26H52IN7O9 in total. The level of theory is wB97M-V/def2-TZVPD.

Output
E	-64762.80707	eV
maximum force	0.0411	hartree/bohr
frontier orbital gap	0.3414	Eh
structure (SMILES)	C[C@H](I)C[C@@H]1C[C@H](OC#N)C(=O)O1.CN(C)C=O.CN(C)C=O.CN(C)C=O.CN(C)C=O.CN(C)C=O.CN(C)C=O

```
95
C26H52IN7O9 | OMol25 | wB97M-V/def2-TZVPD
C 0.986 0.589 0.815
C 1.842 -0.596 0.324
I 1.671 -0.842 -1.799
C 1.498 -1.888 1.094
C 2.742 -2.292 1.836
C 3.979 -2.688 1.022
C 4.860 -2.959 2.234
O 6.112 -3.559 1.830
C 6.885 -2.639 1.393
N 7.528 -1.811 0.890
C 3.887 -3.865 3.005
O 4.148 -4.806 3.698
O 2.651 -3.380 2.773
H 1.601 1.473 0.710
H 0.086 0.638 0.214
H 0.787 0.446 1.878
H 2.870 -0.333 0.530
H 1.114 -2.663 0.438
H 0.729 -1.647 1.822
H 3.035 -1.402 2.406
H 3.629 -3.577 0.505
H 4.321 -1.927 0.338
H 4.979 -2.020 2.761
C -1.544 0.691 -4.651
O -1.281 0.794 -3.468
N -1.649 -0.467 -5.325
C -1.963 -0.500 -6.739
C -1.441 -1.721 -4.614
H -1.720 1.576 -5.289
H -2.889 -1.059 -6.897
H -1.154 -0.990 -7.286
H -2.088 0.510 -7.128
H -2.159 -1.810 -3.801
H -0.437 -1.737 -4.187
H -1.560 -2.559 -5.297
C -1.587 0.527 3.228
O -0.482 1.033 3.330
N -2.174 -0.220 4.173
C -3.495 -0.787 3.997
C -1.451 -0.463 5.418
H -2.207 0.654 2.323
H -4.164 -0.413 4.774
H -3.443 -1.876 4.068
H -3.897 -0.514 3.023
H -1.228 0.473 5.897
H -0.511 -0.972 5.201
H -2.052 -1.076 6.084
C 0.323 1.839 7.250
O -0.079 0.772 7.680
N 1.351 2.533 7.762
C 1.783 3.797 7.197
C 2.050 1.994 8.917
H -0.138 2.331 6.375
H 2.821 3.721 6.870
H 1.702 4.584 7.949
H 1.163 4.060 6.343
H 2.465 1.016 8.674
H 1.353 1.873 9.747
H 2.851 2.667 9.209
C 5.052 2.273 -0.221
O 4.401 1.586 0.548
N 4.571 2.823 -1.348
C 5.391 3.629 -2.229
C 3.175 2.586 -1.682
H 6.117 2.500 -0.045
H 4.966 4.632 -2.314
H 5.428 3.173 -3.220
H 6.403 3.707 -1.837
H 2.540 2.963 -0.879
H 3.015 1.512 -1.771
H 2.916 3.080 -2.614
C -2.451 -3.442 -0.887
O -2.910 -2.820 -1.823
N -2.984 -3.476 0.348
C -2.386 -4.237 1.428
C -4.199 -2.720 0.598
H -1.532 -4.046 -0.980
H -3.093 -4.985 1.792
H -2.119 -3.569 2.250
H -1.487 -4.743 1.080
H -4.994 -3.069 -0.061
H -4.025 -1.663 0.393
H -4.504 -2.846 1.634
C -3.837 2.390 -9.221
O -2.691 2.547 -8.850
N -4.913 2.383 -8.413
C -6.257 2.191 -8.921
C -4.717 2.575 -6.985
H -4.093 2.237 -10.284
H -6.873 3.060 -8.680
H -6.702 1.303 -8.467
H -6.237 2.062 -10.001
H -4.237 3.538 -6.803
H -4.069 1.792 -6.590
H -5.675 2.544 -6.473
```

Results of the Löwdin charge analysis, in e, for atoms 1 through 8:
1 C -0.131
2 C -0.746
3 I 0.947
4 C -0.191
5 C -0.311
6 C -0.038
7 C -0.166
8 O 0.085

---

2.
This record from OMol25 describes a cluster of 2 separate species, CH6N4O3 in total. The level of theory is wB97M-V/def2-TZVPD.

Output
ΔE to the lowest compared entry with this formula, charge and spin	0.0000	eV
E	-13229.83811	eV
maximum force	0.0515	hartree/bohr
frontier orbital gap	0.2207	Eh
total charge	-2

```
14
CH6N4O3 | OMol25 | wB97M-V/def2-TZVPD
C 0.866 0.030 -0.538
N 1.092 -0.944 0.381
N 1.289 0.089 -1.753
N -2.633 0.798 0.726
N 0.222 1.188 -0.032
O 1.834 -2.101 0.150
O 2.049 -1.064 -2.206
O -1.570 1.149 1.677
H 1.223 -0.802 1.354
H -2.386 -0.078 0.201
H -3.487 0.518 1.320
H -0.497 1.113 0.746
H -0.184 1.722 -0.805
H 2.182 -1.618 -1.222
```

Results of the Löwdin charge analysis, in e, for atoms 1 through 8:
1 C -0.562
2 N -0.120
3 N -0.075
4 N -0.225
5 N 0.048
6 O -0.387
7 O -0.309
8 O -0.521

---

3.
This record from OMol25 describes an isolated molecule of C5H13NO2. The level of theory is wB97M-V/def2-TZVPD.

Output
ΔE to the lowest compared entry with this formula, charge and spin	2.8813	eV
E	-10978.99765	eV
maximum force	0.0783	hartree/bohr
frontier orbital gap	0.3559	Eh
structure (SMILES)	N[C@H](CO)CCCO

```
21
C5H13NO2 | OMol25 | wB97M-V/def2-TZVPD
C 0.579 0.067 2.152
O 1.131 -1.059 2.810
C 0.087 -0.278 0.650
C -0.243 1.018 -0.114
C -0.751 0.707 -1.474
C 0.470 0.320 -2.304
O 0.773 -1.075 -2.023
N -1.118 -1.161 0.729
H 1.230 1.016 2.133
H -0.229 0.496 2.811
H 2.059 -1.213 2.628
H 0.997 -0.964 0.242
H -0.990 1.662 0.418
H 0.564 1.634 -0.306
H -1.630 0.050 -1.476
H -1.314 1.652 -1.921
H 0.398 0.484 -3.407
H 1.282 0.798 -1.790
H -1.999 -0.706 0.620
H -0.091 -1.499 -1.753
H -1.206 -1.950 1.372
```

Results of the Löwdin charge analysis, in e, for atoms 1 through 8:
1 C -0.248
2 O -0.077
3 C -0.328
4 C -0.212
5 C -0.233
6 C -0.224
7 O -0.127
8 N 0.032

---

4.
This record from OMol25 describes a structure of composition C15H12Cl3FeN2O3Si. The level of theory is wB97M-V/def2-TZVPD.

Output
ΔE to the lowest compared entry with this formula, charge and spin	0.0000	eV
E	-104710.19799	eV
spin multiplicity	5
maximum force	0.1181	hartree/bohr
frontier orbital gap (spin up / spin down)	0.2393 / 0.2571	Eh
total charge	-1
⟨S²⟩	6.020

```
37
C15H12Cl3FeN2O3Si | OMol25 | wB97M-V/def2-TZVPD
Fe -0.544 -0.266 -1.106
C -2.468 3.449 -2.883
O -3.223 3.535 -1.626
C -2.532 3.390 -0.447
C -2.839 4.238 0.619
C -2.432 3.913 1.915
C -1.617 2.818 2.184
C -1.143 2.029 1.132
C -0.144 1.053 1.449
N 0.309 0.078 0.613
N 1.253 -0.749 0.951
C 1.588 -1.541 -0.055
O 1.078 -1.450 -1.275
C 2.636 -2.491 0.197
C 2.751 -3.629 -0.679
C 3.727 -4.550 -0.453
C 4.569 -4.374 0.676
C 4.491 -3.279 1.516
C 3.533 -2.312 1.223
C -1.640 2.243 -0.209
O -1.470 1.375 -1.138
H -1.454 3.145 -2.694
H -2.956 2.673 -3.449
H -2.550 4.371 -3.444
H -3.402 5.156 0.416
H -2.764 4.602 2.718
H -1.237 2.655 3.178
H 0.317 1.104 2.445
H 2.113 -3.760 -1.533
H 3.850 -5.295 -1.211
H 5.317 -5.105 0.957
H 5.247 -3.117 2.325
H 3.448 -1.425 1.881
Cl -3.105 -1.698 0.879
Si -2.601 -1.701 -1.195
Cl -1.747 -3.557 -1.625
Cl -4.358 -1.527 -2.251
```

Results of the Löwdin charge analysis, in e, for atoms 1 through 8:
1 Fe 0.639
2 C -0.041
3 O -0.097
4 C -0.210
5 C -0.035
6 C -0.124
7 C -0.074
8 C -0.167

---

5.
This record from OMol25 describes a cluster of 2 separate species, C33H42N2O4 in total. The level of theory is wB97M-V/def2-TZVPD.

Output
ΔE to the lowest compared entry with this formula, charge and spin	0.0000	eV
E	-46071.71477	eV
maximum force	0.0387	hartree/bohr
frontier orbital gap	0.1851	Eh

```
81
C33H42N2O4 | OMol25 | wB97M-V/def2-TZVPD
C 4.294 1.472 -1.193
C 3.140 0.650 -1.749
C 3.405 -0.835 -1.663
C 2.267 -1.660 -2.269
C 0.945 -1.507 -1.624
C -0.212 -1.996 -2.363
O -1.278 -2.374 -1.896
O 0.071 -2.034 -3.692
C -1.009 -2.467 -4.547
C -0.444 -3.022 -5.831
C 0.831 -1.664 -0.181
O -0.117 -1.369 0.538
O 1.954 -2.174 0.373
C 1.781 -2.433 1.783
C 3.035 -3.112 2.253
H 4.069 2.541 -1.265
H 4.478 1.220 -0.140
H 5.216 1.274 -1.751
H 2.212 0.853 -1.201
H 2.935 0.920 -2.796
H 4.331 -1.082 -2.201
H 3.537 -1.136 -0.618
H 2.125 -1.399 -3.326
H 2.560 -2.723 -2.216
H -1.588 -3.231 -4.020
H -1.645 -1.593 -4.739
H -1.272 -3.346 -6.464
H 0.134 -2.275 -6.382
H 0.194 -3.892 -5.649
H 1.606 -1.482 2.310
H 0.908 -3.084 1.916
H 2.929 -3.360 3.311
H 3.222 -4.039 1.701
H 3.908 -2.462 2.146
C -5.091 0.325 -3.616
N -4.067 0.126 -2.611
C -2.813 0.653 -2.645
C -2.154 0.400 -1.415
C -0.858 0.836 -1.117
C -0.493 1.499 0.086
C -1.338 1.559 1.225
C -0.840 1.855 2.477
C 0.526 2.249 2.617
N 1.074 2.412 3.854
C 0.279 2.393 5.062
C -0.890 1.437 4.942
C -1.708 1.747 3.691
C 2.368 3.022 4.058
C 3.325 2.699 2.930
C 2.680 3.061 1.598
C 1.314 2.469 1.446
C 0.774 2.148 0.213
C -3.108 -0.382 -0.609
C -3.062 -1.066 0.596
C -4.141 -1.875 0.980
C -5.272 -2.022 0.162
C -5.357 -1.320 -1.048
C -4.279 -0.519 -1.393
H -5.754 -0.544 -3.642
H -5.700 1.217 -3.396
H -4.602 0.458 -4.586
H -2.447 1.223 -3.498
H -0.156 0.889 -1.953
H -2.395 1.313 1.127
H 0.947 2.094 5.880
H -0.071 3.418 5.284
H -0.507 0.410 4.874
H -1.508 1.513 5.840
H -2.260 2.691 3.832
H -2.455 0.961 3.527
H 2.238 4.116 4.143
H 2.747 2.659 5.022
H 4.245 3.269 3.081
H 3.582 1.633 2.954
H 2.602 4.158 1.543
H 3.314 2.747 0.764
H 1.320 2.416 -0.698
H -2.169 -0.998 1.206
H -4.079 -2.424 1.921
H -6.076 -2.699 0.457
H -6.205 -1.401 -1.726
```

Results of the Löwdin charge analysis, in e, for atoms 1 through 8:
1 C -0.118
2 C -0.268
3 C -0.213
4 C -0.174
5 C -0.105
6 C -0.485
7 O 0.064
8 O -0.046

---

6.
This record from OMol25 describes a cluster of 2 separate species, C5H12NO in total. The level of theory is wB97M-V/def2-TZVPD.

Output
ΔE to the lowest compared entry with this formula, charge and spin	1.8420	eV
E	-8895.81978	eV
spin multiplicity	2
maximum force	0.0152	hartree/bohr
frontier orbital gap (spin up / spin down)	0.4145 / 0.1829	Eh
total charge	+2
⟨S²⟩	0.757

```
19
C5H12NO | OMol25 | wB97M-V/def2-TZVPD
C -0.834 2.547 -0.907
C 0.053 1.389 -0.911
C 1.171 1.274 -0.120
N 2.020 0.092 -0.211
H -0.336 3.418 -0.479
H -1.151 2.767 -1.927
H -1.738 2.366 -0.315
H -0.162 0.561 -1.586
H 1.500 2.030 0.581
H 1.409 -0.752 -0.312
H 2.660 0.122 -1.021
H 2.577 -0.010 0.648
O 0.466 -2.174 -0.113
C -0.483 -1.791 0.508
C -1.444 -2.624 1.289
H -0.691 -0.663 0.514
H -1.937 -3.297 0.579
H -2.183 -2.008 1.787
H -0.896 -3.246 1.997
```

Results of the Löwdin charge analysis, in e, for atoms 1 through 8:
1 C -0.008
2 C -0.021
3 C 0.035
4 N 0.232
5 H 0.116
6 H 0.127
7 H 0.138
8 H 0.147

---

7.
This record from OMol25 describes a structure of composition C23H37N2O3PdSi4. The level of theory is wB97M-V/def2-TZVPD.

Output
ΔE to the lowest compared entry with this formula, charge and spin	0.3456	eV
E	-68557.70005	eV
spin multiplicity	5
maximum force	0.0204	hartree/bohr
frontier orbital gap (spin up / spin down)	0.2724 / 0.1746	Eh
total charge	+1
⟨S²⟩	6.077

```
70
C23H37N2O3PdSi4 | OMol25 | wB97M-V/def2-TZVPD
Pd 0.570 -1.275 -0.848
O -2.913 -2.328 3.114
C -3.686 -2.605 2.045
C -5.052 -2.769 2.268
C -5.894 -3.097 1.226
C -5.400 -3.262 -0.071
C -4.062 -3.051 -0.307
C -3.188 -2.708 0.735
C -1.794 -2.406 0.401
O -1.477 -2.125 -0.778
N -0.917 -2.436 1.457
N 0.325 -2.231 1.081
C 1.285 -2.378 1.962
C 2.659 -2.301 1.639
C 3.589 -2.214 2.703
C 4.932 -2.181 2.472
C 5.435 -2.265 1.137
C 4.596 -2.362 0.079
C 3.167 -2.375 0.259
O 2.416 -2.495 -0.742
H -1.982 -2.387 2.831
H -5.421 -2.654 3.279
H -6.950 -3.236 1.421
H -6.059 -3.551 -0.878
H -3.652 -3.155 -1.303
H 1.011 -2.614 2.988
H 3.212 -2.163 3.718
H 5.620 -2.101 3.303
H 6.505 -2.256 0.972
H 4.966 -2.449 -0.935
C -3.245 0.787 -0.699
Si -1.952 1.602 -1.751
C -2.128 3.454 -1.816
C -1.883 0.811 -3.442
Si 0.227 1.001 -0.990
Si 0.389 2.003 1.350
C 0.224 3.836 1.265
C 2.056 1.377 1.865
C -1.008 1.099 2.165
Si 2.178 1.780 -2.094
C 2.119 3.637 -2.228
C 3.724 1.197 -1.241
C 1.973 0.927 -3.746
H -4.226 0.903 -1.170
H -3.307 1.215 0.303
H -3.045 -0.282 -0.610
H -3.070 3.724 -2.301
H -1.316 3.916 -2.382
H -2.137 3.887 -0.814
H -2.887 0.769 -3.876
H -1.514 -0.216 -3.369
H -1.241 1.362 -4.131
H 1.020 4.286 0.671
H 0.288 4.244 2.280
H -0.736 4.135 0.843
H 2.851 2.080 1.612
H 2.279 0.421 1.389
H 2.069 1.223 2.950
H -1.967 1.587 1.987
H -0.840 1.060 3.247
H -1.075 0.072 1.800
H 2.218 4.111 -1.249
H 1.189 3.983 -2.684
H 2.949 3.988 -2.851
H 3.938 1.764 -0.334
H 4.575 1.314 -1.918
H 3.654 0.139 -0.976
H 1.194 1.395 -4.351
H 1.713 -0.126 -3.612
H 2.907 0.965 -4.316
```

Results of the Löwdin charge analysis, in e, for atoms 1 through 8:
1 Pd 0.775
2 O 0.061
3 C -0.256
4 C -0.002
5 C -0.055
6 C -0.073
7 C -0.023
8 C -0.101

---

8.
This record from OMol25 describes an isolated molecule of C3H6N2O. The level of theory is wB97M-V/def2-TZVPD.

Output
ΔE to the lowest compared entry with this formula, charge and spin	1.1759	eV
E	-8235.52280	eV
maximum force	0.0286	hartree/bohr
frontier orbital gap	0.3916	Eh
structure (SMILES)	[H]/N=C(\C)NC=O

```
12
C3H6N2O | OMol25 | wB97M-V/def2-TZVPD
C -1.115 0.632 0.889
C -0.472 0.118 -0.390
N -0.939 0.199 -1.563
N 0.895 -0.241 -0.461
C 1.760 -1.077 0.187
O 2.892 -1.242 -0.214
H -1.507 1.628 0.654
H -0.403 0.739 1.710
H -1.973 0.038 1.227
H -1.729 0.770 -1.732
H 1.236 0.024 -1.378
H 1.353 -1.589 1.072
```

Results of the Löwdin charge analysis, in e, for atoms 1 through 8:
1 C -0.019
2 C -0.432
3 N 0.133
4 N 0.079
5 C -0.338
6 O 0.029
7 H 0.082
8 H 0.073

---

The lowest E belongs to which entry? C15H12Cl3FeN2O3Si

---

Number 6 is which compound? C5H12NO